A cluster of 12 separate species, C34H97N5O12 in total. Source: the Open Molecules 2025 dataset; level of theory: the ωB97M-V functional and the def2-TZVPD basis.

Geometry as XYZ:
```
148
Properties=species:S:1:pos:R:3:forces:R:3:mulliken_charge:R:1
C 6.851637 5.130520 -6.619470 1.02 0.88 -0.57 -0.539
O 5.551078 5.591935 -6.512091 -0.76 -0.12 0.39 -0.480
C 4.743489 4.773158 -5.679173 0.08 -0.17 -0.21 -0.118
C 3.565523 5.602306 -5.242212 -0.53 0.78 -0.89 0.467
C 2.652305 4.826127 -4.297492 -0.03 0.07 0.13 -0.781
N 2.816221 6.111596 -6.497950 0.84 -1.24 1.61 -0.871
H 6.966370 4.305439 -7.325963 -0.09 -0.39 0.29 0.255
H 7.282507 4.933651 -5.635389 0.04 -0.43 0.00 0.133
H 7.422349 5.966343 -7.039608 0.04 -0.12 0.00 0.320
H 4.413084 3.879492 -6.238039 0.04 0.06 0.12 0.204
H 5.325831 4.431222 -4.813175 -0.03 0.06 -0.01 -0.016
H 3.984697 6.464989 -4.710673 -0.16 0.01 -0.19 0.423
H 2.365910 5.437223 -3.440308 -0.05 -0.06 -0.02 0.277
H 3.158074 3.939663 -3.906864 -0.03 0.05 0.09 -0.131
H 1.738110 4.492945 -4.789059 -0.02 -0.04 -0.12 0.364
H 3.527327 5.986888 -7.220876 -0.33 0.43 -0.15 0.351
H 2.174751 5.331998 -6.645529 0.06 0.26 -0.32 0.276
C 0.512643 1.026297 -2.694501 -0.67 0.44 -0.01 -0.825
O 1.545915 1.161153 -1.767882 0.65 0.02 -0.09 0.285
C 1.406552 2.326330 -0.989888 -1.38 -0.07 0.92 -1.200
C 2.543640 2.499292 -0.046258 2.14 0.37 -0.29 1.275
C 2.321523 3.663492 0.902008 0.08 -0.24 0.82 -0.314
N 3.767710 2.791638 -0.859748 -0.71 0.11 0.22 -0.108
H -0.459418 0.942533 -2.182923 0.06 -0.11 -0.03 0.377
H 0.674478 0.134806 -3.293787 0.11 -0.01 -0.07 0.187
H 0.452198 1.926239 -3.323953 0.05 -0.21 -0.19 0.104
H 1.275476 3.234900 -1.588278 0.28 -0.05 -0.35 0.049
H 0.476107 2.241331 -0.392264 0.07 -0.06 -0.13 0.404
H 2.770269 1.591769 0.534223 -0.70 -0.04 0.01 0.102
H 2.130199 4.596650 0.372792 -0.20 -0.04 0.01 0.311
H 3.187033 3.834361 1.553960 0.27 -0.09 -0.45 -0.167
H 1.553837 3.429375 1.646986 -0.38 0.23 -0.47 -0.413
H 3.924310 1.993896 -1.472316 0.25 0.16 0.29 0.158
H 4.547114 2.836915 -0.208879 -0.10 0.08 -0.17 -0.360
C 4.369008 9.256855 4.408852 0.24 -0.49 1.08 -0.965
O 4.313486 8.545998 3.197223 -0.22 -0.04 0.25 -0.226
C 5.599440 8.473443 2.620775 -0.22 0.52 -0.47 -1.025
C 5.555741 7.705572 1.329037 1.06 -1.62 -0.28 0.417
C 5.174318 6.235496 1.529817 -0.91 -0.03 0.15 -0.382
N 6.955269 7.718658 0.795492 -0.64 0.05 -0.59 -0.731
H 3.405796 9.227075 4.915664 -0.22 0.17 -0.42 0.265
H 4.730073 10.284832 4.307274 -0.12 0.00 -0.26 0.338
H 5.044576 8.736010 5.112217 0.09 0.19 -0.20 0.395
H 5.932581 9.494861 2.400072 0.22 -0.07 0.09 0.365
H 6.325494 8.001584 3.296814 -0.08 0.02 0.07 0.321
H 4.837324 8.113582 0.617901 0.21 0.45 0.02 0.417
H 5.296394 5.645230 0.619040 0.09 0.19 -0.10 -0.023
H 4.110656 6.134146 1.788784 0.21 -0.03 0.23 -0.185
H 5.788217 5.757086 2.299854 -0.07 0.11 0.08 0.277
H 6.894289 7.637971 -0.220070 0.06 0.35 0.13 0.357
H 7.365490 6.812646 1.012325 0.19 0.19 0.23 0.247
C 7.628561 1.403976 -4.889535 0.19 0.18 -0.53 -0.667
O 6.310089 1.862967 -5.147647 0.71 -0.14 0.08 -0.325
C 5.451100 1.714304 -4.042294 -0.80 1.09 -0.17 -0.197
C 5.228703 0.298665 -3.601382 -0.56 -1.06 0.26 0.449
C 4.622287 -0.548955 -4.713948 -0.04 0.21 -0.75 -1.915
N 4.397177 0.200295 -2.393124 -0.46 0.07 0.45 -0.226
H 7.648163 0.310281 -4.887724 0.23 0.05 0.25 0.329
H 8.063222 1.844520 -3.982705 -0.27 -0.54 -0.17 0.362
H 8.274294 1.750358 -5.700127 -0.25 -0.06 -0.14 0.320
H 5.760886 2.358510 -3.207480 0.07 -0.20 0.05 -0.083
H 4.517008 2.145631 -4.422414 -0.15 -0.15 0.29 0.000
H 6.186815 -0.112145 -3.267795 0.05 -0.08 -0.27 0.502
H 4.544469 -1.585350 -4.387655 -0.04 -0.06 -0.11 0.484
H 5.137718 -0.496148 -5.680803 0.35 -0.12 0.31 0.420
H 3.622403 -0.170911 -4.968272 -0.02 -0.09 0.37 0.285
H 3.393177 0.428695 -2.466397 0.64 0.19 -0.58 -0.229
H 4.370553 -0.765543 -2.081504 0.33 0.03 0.05 0.338
C 5.878904 1.775489 1.864382 0.17 -0.18 0.49 -0.588
O 6.145616 2.901598 1.063054 0.11 0.12 -0.68 -0.284
C 6.933255 2.558005 -0.079580 -0.51 -0.49 -0.01 -0.532
C 7.448306 3.798973 -0.747861 1.28 0.99 0.11 0.883
C 8.262483 3.419350 -1.968216 -0.04 0.43 -0.12 -0.666
N 8.274788 4.651875 0.169991 -0.90 -0.95 1.19 -0.701
H 5.653795 0.888229 1.265776 0.01 0.01 -0.03 0.350
H 5.027660 1.976007 2.512519 -0.07 0.13 -0.12 -0.131
H 6.744847 1.588912 2.511462 -0.03 -0.26 -0.08 0.361
H 7.732404 1.865027 0.228857 0.17 0.33 -0.04 0.725
H 6.334524 2.007200 -0.826925 -0.12 -0.05 0.31 -0.057
H 6.633745 4.472727 -1.029444 -0.26 -0.38 -0.05 0.028
H 9.146851 2.883645 -1.614860 -0.03 -0.29 -0.35 0.513
H 8.606872 4.294387 -2.522570 0.04 0.15 0.26 0.378
H 7.672882 2.855267 -2.692870 0.19 -0.09 0.55 -0.748
H 9.140679 4.191370 0.474627 -0.04 -0.09 -0.78 0.324
H 7.730548 4.511772 1.039785 0.23 0.78 -0.20 0.274
C -3.336627 3.657890 -1.978739 -0.19 -1.24 0.58 -1.208
C -2.283885 4.500611 -2.618504 0.03 0.55 -0.73 0.331
O -2.342122 5.840853 -2.092521 0.11 -0.41 -0.49 -0.628
H -3.352717 3.712493 -0.887059 0.20 0.32 -0.06 0.328
H -3.105907 2.602922 -2.186409 -0.11 0.16 -0.12 0.327
H -4.354824 3.833528 -2.322557 0.11 0.29 -0.17 0.330
H -2.443580 4.529849 -3.700472 -0.21 0.11 -0.04 0.393
H -1.282796 4.065933 -2.536669 0.05 0.10 0.57 -0.142
H -1.973276 6.439712 -2.751054 0.01 0.02 0.22 0.280
C -0.207990 6.833763 1.278280 0.51 0.24 -0.92 -0.863
C -0.809097 5.511745 0.869379 -0.54 0.16 -0.04 0.593
O -2.206334 5.708233 0.654714 -0.09 -0.54 0.05 -0.617
H 0.882691 6.767712 1.329663 -0.09 0.03 0.50 0.100
H -0.659648 7.260263 2.165878 0.18 -0.19 0.30 0.274
H -0.402811 7.542018 0.464027 -0.08 -0.04 0.04 0.298
H -0.703629 4.730034 1.627804 0.05 0.14 0.12 0.018
H -0.298336 5.131941 -0.026817 -0.19 0.06 -0.05 -0.089
H -2.386383 5.781837 -0.294999 0.26 0.19 0.16 0.354
C -0.052388 1.831476 -8.088233 0.41 -0.10 -0.03 -0.771
C 0.256765 3.187549 -8.707943 -1.25 0.74 0.65 -0.361
O 0.909913 4.052666 -7.757318 0.10 -0.46 -0.36 -0.516
H -0.363608 1.886393 -7.042363 -0.03 0.42 -0.10 0.237
H 0.815170 1.167600 -8.098421 -0.10 -0.01 -0.18 0.092
H -0.880879 1.381661 -8.636448 0.17 -0.20 -0.09 0.386
H -0.708524 3.670136 -8.932794 0.13 -0.21 -0.11 0.294
H 0.781227 3.123954 -9.664721 0.34 -0.14 0.23 0.290
H 0.642062 4.957446 -7.948640 0.08 -0.06 -0.07 0.265
C 1.190936 -1.728984 -7.183352 -0.11 -0.08 -0.26 -1.072
C 1.796156 -2.954348 -6.565150 0.71 -0.75 -0.60 -0.069
O 2.555671 -3.609540 -7.613009 -0.17 0.24 0.32 -0.546
H 1.930106 -1.019648 -7.551888 0.17 0.02 0.28 0.246
H 0.509738 -1.248871 -6.480878 -0.06 0.11 -0.14 0.355
H 0.657309 -2.075520 -8.071298 -0.28 0.18 0.12 0.408
H 0.999590 -3.638087 -6.250241 0.07 0.12 0.23 0.291
H 2.478078 -2.756517 -5.732567 -0.26 0.19 0.10 0.108
H 3.143726 -4.252533 -7.207282 -0.05 -0.02 -0.01 0.300
C 2.962103 6.180031 5.860019 0.05 -0.65 0.33 -1.037
C 2.048026 5.890701 4.682004 0.96 1.27 -0.56 0.309
O 1.779058 7.136463 3.992281 -0.19 -0.78 0.28 -0.533
H 2.573434 6.952042 6.520692 -0.11 0.10 -0.10 0.307
H 3.937050 6.480453 5.475142 0.02 0.16 0.08 0.140
H 3.125113 5.279183 6.466985 -0.02 0.09 -0.08 0.410
H 1.109647 5.419562 4.961416 -0.12 0.11 -0.08 0.433
H 2.621735 5.256231 3.995445 -0.44 -0.30 0.03 -0.213
H 2.599123 7.377220 3.537011 -0.05 0.15 0.02 0.328
C 1.410442 -1.605200 -0.027787 0.11 0.15 0.80 -0.200
C 1.080087 -2.985098 -0.587349 0.39 0.74 -0.02 -0.516
O 2.152091 -3.903663 -0.339612 -0.26 0.18 -0.20 -0.538
H 1.592168 -1.658987 1.053653 -0.05 -0.15 -0.11 0.209
H 0.601887 -0.880821 -0.158743 -0.06 -0.18 -0.21 0.216
H 2.309662 -1.149301 -0.442576 -0.03 -0.22 -0.26 -0.054
H 0.962760 -2.871877 -1.671616 -0.08 -0.35 0.09 0.237
H 0.133909 -3.320012 -0.155624 0.07 -0.20 -0.10 0.372
H 1.872343 -4.570605 0.289533 -0.07 0.02 0.04 0.308
C 2.789296 2.447688 4.658129 0.02 0.53 0.94 -0.684
C 1.627420 1.732930 4.038891 0.40 -0.36 -0.93 0.040
O 2.139497 0.603394 3.282493 -0.39 0.09 0.64 -0.483
H 3.487630 2.895391 3.952957 0.04 -0.31 -0.17 -0.092
H 3.295795 1.794579 5.371785 0.24 -0.15 -0.34 0.392
H 2.445106 3.276627 5.284698 -0.21 -0.02 -0.18 0.147
H 1.109260 2.347435 3.298980 -0.22 0.28 0.42 -0.045
H 0.937991 1.415214 4.824574 -0.06 -0.10 -0.12 0.454
H 1.407459 -0.019688 3.219317 0.18 -0.06 -0.19 0.240
```
Forces are in eV/Å.

As for the frontier orbital gap: 9.20 eV. The value obtained for the lowest unoccupied orbital energy is 0.34 eV. The HOMO energy is -8.86 eV. The value obtained for the relative energy (zero: lowest compared OMol25 entry of this formula, charge and spin) is 1.232 eV. As for the SMILES: COC[C@H](C)N.COC[C@H](C)N.COC[C@H](C)N.COC[C@H](C)N.COC[C@H](C)N.CCO.CCO.CCO.CCO.CCO.CCO.CCO. The calculation puts the calculated total energy at -2530.0703 a.u. As for the molar mass: 768.173 Da. Its strongest force on any atom is 2.2 eV/Å.